<P>
Computed, not measured: C20H26O4 in the gas phase, with ωB97M-V/def2-TZVPD.

```
50
Properties=species:S:1:pos:R:3:nbo_charge:R:1
C -1.6375 -1.6703 3.8969 -0.26
C -1.4363 -0.4078 3.3646 -0.12
C -1.0758 0.7438 4.1415 0.49
O -0.6006 0.7452 5.2922 -0.52
C -1.1726 1.9350 3.2592 -0.04
O -2.3158 2.2197 2.4161 -0.44
C -1.3839 1.3568 1.8170 0.30
C -1.6198 -0.1157 1.9127 -0.30
C -0.5904 -0.6989 0.9897 -0.41
C 0.2608 0.4705 0.3187 0.02
C 1.7203 0.2090 0.7051 -0.41
C 2.0549 -1.0237 -0.1967 -0.42
C 1.2246 -0.9047 -1.4956 -0.21
C 0.5327 -2.2211 -1.9105 -0.21
C 1.6679 -3.2455 -2.2138 -0.60
C -0.3442 -2.0525 -3.1617 -0.61
C 0.3879 0.4295 -1.2353 0.00
C 1.2007 1.5540 -1.9623 -0.62
C -1.0929 0.7268 -1.6120 -0.02
O -1.2810 1.1961 -2.9808 -0.73
C -1.4037 1.8243 -0.5692 0.61
O -2.0208 2.8439 -0.9520 -0.55
C -0.4911 1.7786 0.6832 -0.19
C 0.2905 3.0888 0.9313 -0.61
H -1.9046 -2.4929 3.2380 0.20
H -1.5481 -1.8808 4.9753 0.23
H -0.4620 2.7298 3.4958 0.21
H -2.6532 -0.3721 1.5443 0.24
H -1.1037 -1.2445 0.2192 0.22
H -0.0035 -1.3905 1.5809 0.23
H 2.3334 1.0761 0.5004 0.21
H 1.8212 0.0168 1.7795 0.21
H 3.1356 -1.0373 -0.3868 0.22
H 1.7916 -1.9532 0.3244 0.21
H 1.8743 -0.7480 -2.3634 0.21
H -0.0635 -2.6110 -1.0952 0.19
H 1.2028 -4.1619 -2.5871 0.21
H 2.2900 -2.8736 -3.0101 0.20
H 2.2645 -3.4754 -1.3363 0.21
H -0.6260 -3.0308 -3.5523 0.21
H 0.1535 -1.4784 -3.9334 0.21
H -1.3156 -1.5676 -2.9544 0.21
H 1.2587 1.3632 -3.0522 0.24
H 2.2054 1.6441 -1.5893 0.21
H 0.7099 2.4949 -1.8271 0.21
H -1.7723 -0.1092 -1.4002 0.20
H -1.8289 2.0142 -2.9578 0.50
H -0.4578 3.8862 1.0687 0.24
H 0.8940 3.4052 0.0837 0.23
H 0.9303 3.0149 1.7972 0.22
```

Its HOMO energy is -9.6 eV. Its HOMO-LUMO gap is 9.06 eV. The multiplicity is 1. As for the SMILES: C=C1C(=O)[C@@H]2O[C@]23[C@H]1C[C@@]12CC[C@@H](C(C)C)[C@@]1(C)[C@H](O)C(=O)[C@@]32C. Its net charge is 0.

=====

<Q>
Computed, not measured: C20H26O4 in the gas phase, with ωB97M-V/def2-TZVPD.

```
50
Properties=species:S:1:pos:R:3:nbo_charge:R:1
C 1.4869 -5.8908 -0.2933 -0.64
C 0.4768 -5.0030 0.2112 -0.07
C 0.5022 -3.6505 0.1297 -0.04
C 1.4643 -2.6542 -0.3256 0.02
O 1.0437 -1.9893 -1.4702 -0.49
C 1.0478 -1.1188 -0.4073 0.30
C 2.2169 -0.1079 -0.2282 -0.45
C 1.6938 1.3024 -0.1899 -0.41
C 0.2767 1.6058 -0.5662 -0.21
C -0.1225 3.1634 -0.7305 -0.01
C 0.4497 3.6713 -2.1359 -0.62
C 0.5044 4.0931 0.3957 -0.62
C -1.6745 3.4162 -0.6658 -0.40
C -2.4506 2.6938 0.2846 -0.40
C -2.1038 1.2280 0.1124 -0.43
C -0.6916 0.7441 0.3761 0.02
C -0.4181 0.7788 1.9626 -0.65
C -0.4590 -0.7126 -0.1547 -0.27
C -1.2273 -1.7765 0.7953 0.06
O -1.7300 -2.8092 -0.0769 -0.48
C -0.7399 -3.3016 0.8042 0.50
O -1.1471 -4.3590 1.6655 -0.44
C -0.5680 -5.3651 1.1674 0.73
O -0.8906 -6.5790 1.4019 -0.59
H 1.9848 -6.4964 0.4571 0.24
H 1.0930 -6.5740 -1.0239 0.24
H 2.3209 -5.3278 -0.7775 0.21
H 2.5270 -2.9830 -0.3269 0.20
H 2.5817 -0.2470 0.8014 0.23
H 2.9759 -0.2471 -1.0482 0.24
H 1.8260 1.6256 0.9541 0.20
H 2.3123 1.8597 -0.8803 0.22
H 0.1030 1.1237 -1.5755 0.20
H -0.2580 3.6417 -2.9681 0.21
H 0.7509 4.7142 -1.9778 0.21
H 1.3429 3.1848 -2.5439 0.21
H 0.2310 5.0717 0.2871 0.21
H 0.2200 3.6860 1.3830 0.20
H 1.6537 4.1480 0.4665 0.21
H -2.1253 3.0032 -1.5720 0.19
H -1.8287 4.5117 -0.7233 0.21
H -2.2277 3.1245 1.2911 0.20
H -3.5378 2.9907 0.0527 0.22
H -2.7905 0.7181 0.8282 0.21
H -2.4634 0.8975 -0.8903 0.21
H -0.2694 1.8096 2.2610 0.22
H -1.2711 0.3670 2.6185 0.22
H 0.4865 0.1405 2.2176 0.21
H -0.9502 -0.6652 -1.1169 0.24
H -1.6279 -1.4570 1.7439 0.21
```

Its HOMO energy is -9.4 eV. Its HOMO-LUMO gap is 9.55 eV. The multiplicity is 1. As for the SMILES: CC1=C2[C@H]3O[C@]34CC[C@@H]3C(C)(C)CCC[C@@]3(C)[C@@H]4[C@H]3O[C@@]23OC1=O. Its net charge is 0.

=====

Relative energies in kJ/mol: <P> 0.0; <Q> 256.2

=====

<P>
Computed, not measured: a molecular structure, C21H16O6Se4Sn, with ωB97M-V/def2-TZVPD.

```
48
Properties=species:S:1:pos:R:3:nbo_charge:R:1
Sn -2.5299 0.4851 -0.7237 1.23
O 0.1182 0.4505 -1.2024 -0.77
C 0.8037 1.6781 -1.0854 0.09
C -0.2733 2.7952 -0.9105 0.80
O 0.1009 3.9646 -0.9350 -0.69
O -1.4728 2.4026 -0.7075 -0.82
C 1.6723 1.8611 -2.3405 -0.02
C 2.2337 0.7157 -2.9043 -0.19
C 3.0480 0.7910 -4.0244 -0.23
C 3.3146 2.0201 -4.6131 -0.24
C 2.7610 3.1648 -4.0601 -0.24
C 1.9519 3.0905 -2.9316 -0.16
C 1.6569 1.7146 0.1900 -0.03
C 1.0688 1.3250 1.3928 -0.20
C 1.7970 1.3551 2.5713 -0.20
C 3.1205 1.7779 2.5704 -0.23
C 3.7091 2.1703 1.3785 -0.24
C 2.9803 2.1380 0.1952 -0.16
H 0.4375 -0.2497 -0.5864 0.53
H 2.0172 -0.2472 -2.4621 0.23
H 3.4701 -0.1165 -4.4404 0.20
H 3.9417 2.0826 -5.4950 0.19
H 2.9557 4.1322 -4.5090 0.20
H 1.5294 3.9826 -2.4924 0.25
H 0.0422 0.9798 1.4014 0.26
H 1.3245 1.0401 3.4939 0.21
H 3.6875 1.8015 3.4938 0.19
H 4.7414 2.5009 1.3629 0.19
H 3.4490 2.4491 -0.7291 0.21
Se -6.4686 -2.7215 -0.6309 -0.72
Se -6.5286 -1.3775 1.2742 -0.13
Se -6.2180 0.8356 0.6124 -0.11
Se -4.0665 1.6448 1.1417 -0.52
O -3.1244 -2.6501 -0.0834 -0.73
C -2.6650 -3.2379 1.0320 0.43
C -3.3142 -4.3109 1.6419 -0.31
C -2.7507 -4.9139 2.7556 -0.20
C -1.5383 -4.4715 3.2692 -0.28
C -0.8994 -3.3992 2.6605 -0.16
C -1.4591 -2.7644 1.5631 -0.22
C -0.8010 -1.5530 0.9563 0.82
O 0.3735 -1.6262 0.5678 -0.70
O -1.5209 -0.4855 0.9515 -0.84
H -4.0868 -2.8645 -0.2585 0.52
H -4.2625 -4.6413 1.2365 0.23
H -3.2676 -5.7434 3.2255 0.19
H -1.0994 -4.9496 4.1369 0.19
H 0.0406 -3.0255 3.0502 0.21
```

Its HOMO energy is -1.4 eV. Its HOMO-LUMO gap is 5.74 eV. The multiplicity is 1. Its net charge is -2.

=====

<Q>
Computed, not measured: a molecular structure, C21H16O6Se4Sn, with ωB97M-V/def2-TZVPD.

```
48
Properties=species:S:1:pos:R:3:nbo_charge:R:1
Sn 0.8898 -2.1248 1.3391 1.24
O 1.4898 -0.0266 0.3965 -0.83
C 0.7969 1.1706 0.7371 0.07
C -0.5136 0.7530 1.4869 0.79
O -1.2727 1.6614 1.8217 -0.71
O -0.6648 -0.4854 1.7027 -0.79
C 0.5148 1.9523 -0.5496 -0.03
C 1.6009 2.2516 -1.3719 -0.19
C 1.4240 2.9447 -2.5579 -0.22
C 0.1553 3.3578 -2.9441 -0.24
C -0.9283 3.0644 -2.1318 -0.25
C -0.7527 2.3673 -0.9415 -0.15
C 1.5971 2.0075 1.7317 0.07
C 2.5884 1.4268 2.5111 -0.21
C 3.2769 2.1844 3.4493 -0.22
C 2.9786 3.5262 3.6233 -0.22
C 1.9816 4.1097 2.8506 -0.24
C 1.2964 3.3552 1.9123 -0.21
H 2.4241 0.1352 0.0934 0.55
H 2.5962 1.9285 -1.0839 0.24
H 2.2833 3.1564 -3.1830 0.20
H 0.0136 3.8989 -3.8731 0.19
H -1.9254 3.3758 -2.4224 0.19
H -1.5980 2.1528 -0.3041 0.24
H 2.8449 0.3834 2.3777 0.24
H 4.0616 1.7173 4.0320 0.20
H 3.5226 4.1174 4.3513 0.19
H 1.7368 5.1581 2.9786 0.19
H 0.5117 3.8050 1.3188 0.22
Se 4.8195 0.3474 -0.2928 -0.70
Se 4.8108 -1.4104 1.2376 -0.15
Se 4.4477 -3.3771 0.0276 -0.14
Se 2.2778 -3.1840 -0.8465 -0.56
O -1.9793 -2.4331 -2.6108 -0.63
C -2.8820 -3.1796 -1.9331 0.42
C -4.0779 -3.5624 -2.5440 -0.34
C -5.0060 -4.3359 -1.8695 -0.19
C -4.7510 -4.7455 -0.5689 -0.28
C -3.5611 -4.3670 0.0324 -0.13
C -2.6147 -3.5839 -0.6189 -0.23
C -1.3632 -3.2230 0.1471 0.77
O -1.1456 -3.7965 1.2319 -0.72
O -0.5946 -2.3428 -0.3350 -0.75
H -2.3236 -2.2510 -3.4908 0.46
H -4.2706 -3.2425 -3.5638 0.19
H -5.9276 -4.6176 -2.3654 0.20
H -5.4689 -5.3510 -0.0305 0.20
H -3.3192 -4.6689 1.0427 0.24
```

Its HOMO energy is -1.1 eV. Its HOMO-LUMO gap is 5.32 eV. The multiplicity is 1. Its net charge is -2.

=====

Relative energies in kJ/mol: <P> 0.0; <Q> 54.1